# C37H51FN9O2S

9 unconnected molecules or ions with the total composition C37H51FN9O2S in a non-equilibrium geometry (wB97M-V/def2-TZVPD, the Open Molecules 2025 dataset).

Last column: Mulliken charge in e.
Positions of all 101 atoms, in Å:
C1 0.02874 3.02997 -1.23162  -0.82
C2 0.87962 3.47827 -0.23409  -0.13
N1 1.78911 4.68032 -0.36422  0.14
C3 3.23587 4.31534 -0.61084  -0.39
C4 3.50070 2.81069 -1.00856  -0.29
F1 3.54790 1.99601 0.16497  -0.29
C5 1.23017 5.73577 -1.27169  -0.88
S1 1.52379 5.49113 -3.07223  0.81
O1 0.31838 6.00909 -3.80694  -0.57
O2 1.93818 4.11355 -3.45921  -0.43
H1 -0.26419 1.93295 -1.25866  0.35
H2 -0.36062 3.67078 -2.07346  0.28
H3 0.88380 2.96638 0.77755  0.32
H4 1.76668 5.09825 0.58765  0.46
H5 3.76074 4.96119 -1.37672  0.34
H6 3.80720 4.48549 0.36298  0.27
H7 2.83690 2.39105 -1.81177  0.24
H8 4.56088 2.77384 -1.42811  0.34
H9 1.68097 6.73235 -0.97322  0.45
H10 0.10909 5.82519 -1.10406  0.53
H11 2.57975 6.34907 -3.41677  0.23
N2 -0.48946 -0.29424 -3.50858  0.14
C6 -0.18559 -1.46997 -2.87324  -0.35
C7 -0.97635 -2.45552 -3.40847  -0.71
C8 -1.78341 -1.85497 -4.40781  -0.17
C9 -1.45993 -0.52271 -4.44939  -1.15
H12 -0.06624 0.59640 -3.31597  0.16
H13 0.56326 -1.50258 -2.09725  0.41
H14 -0.97391 -3.49393 -3.11496  0.42
H15 -2.51911 -2.34435 -5.02804  0.60
H16 -1.83569 0.28142 -5.06397  0.66
N3 1.75524 2.66920 5.00599  0.16
C10 1.97147 1.80413 3.96647  -0.26
C11 2.69898 2.46533 3.00893  -0.64
C12 2.93505 3.77822 3.49192  -0.61
C13 2.34277 3.87214 4.72768  -0.58
H17 1.24416 2.45339 5.84566  0.22
H18 1.59053 0.79724 3.99585  -0.06
H19 3.02569 2.05131 2.06732  0.88
H20 3.47944 4.56678 2.99219  0.58
H21 2.28899 4.68815 5.42863  0.33
N4 0.26245 -1.38068 4.87109  0.15
C14 1.07361 -2.21684 4.14971  -0.35
C15 0.56825 -3.48751 4.25207  -0.65
C16 -0.59396 -3.41577 5.06029  0.07
C17 -0.75955 -2.10334 5.42566  -0.91
H22 0.39594 -0.39190 4.97665  0.09
H23 1.93840 -1.83582 3.62900  0.35
H24 0.98697 -4.37111 3.79532  0.40
H25 -1.23783 -4.23427 5.34252  0.50
H26 -1.51262 -1.62317 6.03067  0.36
N5 -2.75947 -6.73239 5.47075  0.07
C18 -3.49400 -7.75395 6.01231  -0.60
C19 -2.84405 -8.93164 5.74106  -0.43
C20 -1.67042 -8.61014 5.01347  -0.66
C21 -1.64244 -7.24686 4.86405  -0.22
H27 -3.00149 -5.75707 5.51285  0.21
H28 -4.41301 -7.55467 6.54045  0.40
H29 -3.17518 -9.91583 6.03433  0.41
H30 -0.92884 -9.30032 4.64163  0.43
H31 -0.92800 -6.59913 4.37904  0.38
N6 0.50519 0.77898 -6.95298  0.10
C22 0.71044 -0.04870 -8.02339  -0.28
C23 1.43002 0.64588 -8.96367  -0.67
C24 1.67311 1.93969 -8.43875  -0.51
C25 1.09322 1.99203 -7.19574  -0.51
H32 0.00076 0.53362 -6.11695  0.27
H33 0.32665 -1.05678 -8.02410  0.40
H34 1.74736 0.26521 -9.92222  0.39
H35 2.21279 2.74258 -8.91733  0.39
H36 1.04710 2.78553 -6.46563  0.40
N7 -3.75966 -3.85581 -7.00280  -0.01
C26 -5.04368 -4.23520 -6.71448  -0.46
C27 -5.85817 -3.76367 -7.71326  -0.42
C28 -5.03486 -3.07898 -8.64210  -0.43
C29 -3.74520 -3.15459 -8.17935  -0.46
H37 -2.95299 -4.06099 -6.43919  0.25
H38 -5.26577 -4.80471 -5.82571  0.38
H39 -6.92746 -3.89737 -7.77043  0.39
H40 -5.35134 -2.58647 -9.54871  0.39
H41 -2.82149 -2.77051 -8.58325  0.39
N8 3.57353 7.05557 5.91852  -0.02
C30 4.35269 7.84615 5.11552  -0.49
C31 5.58328 7.96947 5.71021  -0.41
C32 5.54791 7.22143 6.91363  -0.43
C33 4.29699 6.66661 7.01453  -0.41
H42 2.61990 6.80084 5.73203  0.26
H43 3.96435 8.25231 4.19455  0.37
H44 6.41712 8.53421 5.32245  0.40
H45 6.34941 7.10223 7.62615  0.40
H46 3.85993 6.03184 7.76941  0.36
N9 -3.49391 -5.27063 2.54876  0.13
C34 -3.84280 -6.09398 1.51317  -0.31
C35 -4.39698 -5.31880 0.52485  -0.65
C36 -4.37626 -3.97621 0.97959  -0.50
C37 -3.81069 -3.97723 2.23043  -0.43
H47 -3.06928 -5.56994 3.41056  0.25
H48 -3.66858 -7.15707 1.56946  0.38
H49 -4.77430 -5.67741 -0.42054  0.40
H50 -4.73474 -3.10657 0.45005  0.40
H51 -3.60793 -3.17226 2.91983  0.34

Forces on the atoms, in the same order (eV/Å):
1.36 0.75 0.99
-1.98 -1.93 -1.14
-1.54 0.12 0.78
2.37 -1.29 0.33
1.45 0.15 -0.20
-0.50 0.95 -1.71
-0.52 1.26 0.49
-2.28 -1.12 -4.85
3.07 -0.92 2.81
-0.36 2.73 1.92
-0.23 1.73 0.69
0.97 -0.92 0.68
0.91 0.55 -1.46
0.08 -0.16 -0.57
-1.16 -0.51 0.72
-0.91 -0.23 -1.20
0.36 0.42 1.20
-1.33 0.20 0.55
-0.35 -1.11 -0.54
1.39 -0.28 -0.45
-0.67 -0.55 0.80
0.03 -0.02 0.06
0.00 -0.10 0.09
0.18 0.06 0.15
0.01 0.12 -0.12
-0.14 0.06 -0.12
0.01 -0.13 -0.12
-0.05 -0.05 -0.06
0.00 0.08 0.00
0.01 0.14 0.07
-0.12 -0.08 0.08
0.15 0.07 -0.21
-0.11 0.12 0.09
-0.17 -0.28 -0.16
-0.17 0.21 -0.01
-0.18 0.02 0.06
0.11 0.04 -0.04
0.15 0.07 -0.12
-0.02 0.01 0.38
0.12 -0.02 0.16
0.08 -0.12 -0.03
-0.08 -0.16 -0.04
0.09 -0.02 -0.04
0.16 0.06 -0.15
-0.15 0.19 0.06
-0.11 -0.01 0.08
-0.11 -0.15 0.07
-0.03 -0.08 0.05
-0.02 0.07 0.03
0.09 0.06 0.05
0.05 -0.07 -0.02
0.02 -0.03 0.01
-0.11 -0.08 0.01
-0.19 0.12 0.12
0.12 0.16 -0.11
0.13 -0.01 -0.11
0.00 -0.13 0.20
0.06 -0.04 -0.05
0.02 0.08 -0.01
-0.05 0.06 0.03
0.00 -0.07 0.03
0.09 0.07 -0.01
-0.03 -0.03 -0.03
-0.07 -0.21 0.03
0.02 0.17 0.16
0.00 0.04 0.01
0.11 -0.11 -0.19
0.03 0.07 -0.02
-0.03 0.02 0.07
-0.04 -0.06 0.03
0.00 -0.02 -0.08
-0.06 0.01 -0.04
-0.07 0.00 0.07
-0.02 -0.12 0.20
0.20 0.08 -0.07
0.04 0.09 -0.04
-0.08 -0.07 -0.13
-0.02 0.04 -0.08
0.08 0.00 0.01
0.04 -0.04 0.06
-0.08 -0.02 0.00
0.07 -0.06 -0.03
0.03 0.04 -0.09
-0.09 0.04 -0.22
-0.11 -0.16 0.13
0.03 -0.02 0.07
0.09 0.16 0.06
0.04 0.04 0.09
-0.07 -0.03 0.03
-0.07 0.01 -0.05
0.06 0.07 -0.02
-0.01 0.14 -0.11
-0.01 -0.07 0.00
0.07 -0.20 0.01
0.05 0.18 0.13
-0.02 0.04 0.03
-0.06 -0.11 -0.26
-0.03 0.07 0.00
0.02 0.01 0.08
0.02 -0.06 0.04
-0.01 -0.04 -0.06

net charge = +1
Kohn-Sham gap = 5.58 eV
HOMO level = -9.389 eV